No. 1
Here is a structure of composition C19H29F2GeNOsSe2Si from OMol25. Energies are from ωB97M-V/def2-TZVPD.

Geometry (Å):
Os 0.091 0.492 1.471
F 2.041 0.151 -3.515
C 1.922 0.869 -2.403
C 1.228 0.311 -1.335
C 1.086 1.054 -0.180
C 1.639 2.346 -0.087
C 2.333 2.844 -1.187
F 2.871 4.062 -1.132
C 2.486 2.128 -2.359
C 1.380 3.060 1.159
C 1.822 4.324 1.524
C 1.462 4.845 2.755
C 0.662 4.112 3.629
C 0.250 2.868 3.233
N 0.599 2.353 2.032
H 0.812 -0.681 -1.440
H 3.027 2.539 -3.199
H 2.444 4.891 0.851
H 1.807 5.831 3.038
H 0.366 4.500 4.593
H -0.379 2.243 3.855
C -4.415 1.478 -1.022
Si -2.607 1.301 -1.368
C -1.662 2.894 -1.373
C -2.197 0.156 -2.757
Se -2.031 0.227 0.784
H -4.879 1.975 -1.879
H -4.611 2.090 -0.140
H -4.908 0.513 -0.897
H -2.080 3.531 -2.158
H -0.608 2.736 -1.597
H -1.758 3.433 -0.429
H -2.571 0.618 -3.676
H -2.685 -0.814 -2.659
H -1.124 0.008 -2.877
C 1.175 -5.497 -0.841
Ge 0.251 -3.899 -0.247
C -0.544 -2.902 -1.719
C -1.101 -4.266 1.105
C 1.754 -2.775 0.502
Se 1.456 -1.414 1.859
C 0.747 -2.419 3.360
H 0.469 -6.165 -1.335
H 1.615 -6.031 0.001
H 1.964 -5.252 -1.552
H -1.310 -3.522 -2.186
H 0.192 -2.652 -2.484
H -1.025 -1.989 -1.366
H -1.868 -4.893 0.647
H -1.595 -3.359 1.458
H -0.696 -4.818 1.953
H 2.279 -2.245 -0.294
H 2.487 -3.418 0.994
H -0.224 -2.832 3.114
H 0.693 -1.736 4.203
H 1.469 -3.205 3.570

Total charge: +2
Lowest unoccupied orbital energy: -8.17 eV

---

No. 2
Here is a cluster of 2 separate species, C19H24BrClNO10PS in total in a non-equilibrium geometry from OMol25. Energies are from ωB97M-V/def2-TZVPD.

Geometry (Å):
C 6.666 -0.202 1.228
C 5.729 0.338 0.013
O 4.458 0.715 0.629
P 3.308 1.166 -0.571
O 4.118 1.265 -1.897
C 2.073 -0.232 -0.813
C 0.600 0.028 -0.240
C 0.517 0.457 1.296
C 1.660 0.029 2.329
C 2.123 -1.493 2.241
O 1.591 -2.389 1.565
Br 3.702 -1.979 3.390
O 0.438 1.911 1.535
C -0.630 2.340 2.373
O -0.966 3.520 2.520
O -1.172 1.123 2.889
C -0.989 0.125 1.833
S -1.250 -1.450 2.800
C -2.186 0.185 0.746
C -3.633 -0.121 1.381
O -4.326 -1.034 0.885
Cl -4.354 0.812 2.781
O 2.617 2.695 -0.323
C 3.629 3.666 0.092
C 3.245 4.215 1.572
H 6.753 -1.353 1.219
H 7.730 0.213 1.184
H 6.213 0.100 2.244
H 6.253 1.258 -0.437
H 5.617 -0.516 -0.738
H 1.960 -0.366 -1.955
H 2.570 -1.194 -0.443
H 0.030 -0.974 -0.342
H 0.042 0.768 -0.926
H 1.209 0.166 3.387
H 2.533 0.785 2.290
H -1.135 -2.555 1.969
H -2.231 1.223 0.263
H -2.058 -0.596 -0.095
H 4.679 3.227 0.182
H 3.715 4.554 -0.640
H 3.790 5.212 1.766
H 2.117 4.414 1.553
H 3.494 3.465 2.398
C -7.543 -2.084 -3.565
C -6.932 -1.274 -2.612
C -5.608 -1.501 -2.251
C -4.904 -2.541 -2.855
C -5.512 -3.360 -3.804
C -6.837 -3.128 -4.157
N -3.503 -2.767 -2.495
O -3.009 -2.039 -1.645
O -2.906 -3.667 -3.067
H -8.575 -1.901 -3.849
H -7.488 -0.463 -2.153
H -5.144 -0.863 -1.507
H -4.972 -4.174 -4.274
H -7.319 -3.758 -4.897

SMILES: CCOP(=O)(CC[C@@]1(CC(=O)Br)OC(=O)O[C@@]1(S)CC(=O)Cl)OCC.O=[N+]([O-])c1ccccc1
Total charge: 0
Lowest unoccupied orbital energy: -0.76 eV

---

No. 3
Here is a cluster of 8 separate species, C34H89N7O8 in total in a non-equilibrium geometry from OMol25. Energies are from ωB97M-V/def2-TZVPD.

Geometry (Å):
C -4.206 3.601 2.285
C -3.439 4.858 2.826
C -3.054 5.839 1.677
O -2.287 6.868 2.267
C -2.105 8.079 1.540
N -4.181 5.630 3.846
H -4.517 2.955 3.107
H -3.481 3.034 1.701
H -5.087 3.695 1.651
H -2.547 4.561 3.377
H -3.983 6.185 1.223
H -2.537 5.425 0.812
H -1.332 8.002 0.775
H -1.872 8.864 2.259
H -3.019 8.386 1.031
H -3.697 6.482 4.090
H -4.411 5.216 4.738
C -3.545 -0.073 2.783
C -3.628 -0.816 1.468
C -4.421 -2.144 1.472
O -4.222 -2.744 0.215
C -4.692 -4.075 0.110
N -4.216 0.022 0.441
H -4.436 0.183 3.356
H -3.118 0.929 2.748
H -2.875 -0.734 3.334
H -2.653 -1.104 1.075
H -5.476 -1.935 1.649
H -3.900 -2.729 2.231
H -4.252 -4.686 0.898
H -4.411 -4.509 -0.849
H -5.776 -4.062 0.231
H -4.271 -0.435 -0.458
H -3.701 0.875 0.276
C -0.922 -4.820 -0.175
C -0.912 -3.434 0.531
C 0.289 -3.172 1.488
O 0.037 -3.980 2.658
C 1.109 -3.885 3.611
N -0.819 -2.521 -0.544
H -1.120 -5.559 0.601
H 0.048 -5.003 -0.636
H -1.709 -4.964 -0.916
H -1.715 -3.223 1.238
H 0.394 -2.144 1.835
H 1.293 -3.392 1.127
H 0.885 -4.107 4.654
H 1.551 -2.894 3.713
H 1.984 -4.472 3.334
H -0.308 -3.097 -1.197
H -1.719 -2.439 -0.995
C -5.763 0.207 -2.608
C -5.355 -1.208 -3.059
C -3.721 -1.415 -2.875
O -3.070 -0.412 -3.681
C -1.658 -0.581 -3.723
N -6.164 -2.183 -2.335
H -5.738 0.873 -3.470
H -5.240 0.683 -1.777
H -6.814 0.219 -2.318
H -5.733 -1.360 -4.070
H -3.457 -2.402 -3.256
H -3.492 -1.318 -1.814
H -1.387 -1.279 -4.515
H -1.186 -0.953 -2.814
H -1.128 0.356 -3.897
H -5.709 -3.077 -2.446
H -5.926 -1.935 -1.386
C 1.255 3.181 -0.793
C 1.147 3.024 -2.307
C 2.379 2.307 -2.943
O 2.389 2.717 -4.332
C 3.480 2.479 -5.132
N 0.037 2.198 -2.567
H 1.690 2.299 -0.322
H 0.317 3.406 -0.285
H 1.835 4.079 -0.582
H 1.093 4.039 -2.701
H 2.508 1.243 -2.743
H 3.258 2.757 -2.481
H 4.361 2.495 -4.490
H 3.530 3.284 -5.865
H 3.333 1.510 -5.607
H 0.046 1.729 -3.461
H 0.001 1.427 -1.915
C 2.316 -2.113 -3.199
C 1.235 -2.908 -4.009
C 1.752 -3.227 -5.456
O 2.257 -2.024 -5.965
C 1.265 -1.016 -6.226
N 1.004 -4.071 -3.246
H 3.213 -2.685 -2.962
H 1.860 -1.840 -2.247
H 2.465 -1.109 -3.597
H 0.275 -2.404 -3.898
H 1.005 -3.667 -6.116
H 2.622 -3.883 -5.411
H 0.643 -0.648 -5.411
H 0.709 -1.449 -7.058
H 1.735 -0.159 -6.708
H 1.929 -4.477 -3.272
H 0.457 -4.787 -3.702
C 5.190 -1.960 3.645
C 5.365 -0.795 2.659
C 4.282 -0.805 1.604
C 2.979 -0.064 2.046
C 3.321 1.352 2.591
C 4.463 1.352 3.734
N 5.545 0.471 3.294
O 6.682 0.554 4.050
C 4.965 2.833 3.878
C 3.915 0.901 5.081
C 6.628 -1.162 1.808
H 4.224 -1.917 4.148
H 5.997 -1.913 4.375
H 5.325 -2.981 3.286
H 4.580 -0.374 0.648
H 4.000 -1.802 1.264
H 2.404 -0.660 2.755
H 2.362 -0.044 1.148
H 2.356 1.695 2.965
H 3.647 1.918 1.718
H 4.119 3.512 3.980
H 5.663 2.942 4.708
H 5.446 3.111 2.940
H 3.413 -0.061 4.975
H 4.706 0.817 5.827
H 3.181 1.634 5.416
H 7.058 -0.278 1.337
H 6.424 -1.887 1.020
H 7.387 -1.716 2.362
H 7.126 1.307 3.654
C -0.673 0.521 0.815
O -0.234 0.104 -0.422
H -0.597 -0.324 1.499
H -0.136 1.312 1.338
H -1.727 0.797 0.799
H -0.263 -0.856 -0.407

SMILES: CC1(C)CCCC(C)(C)N1O.COC[C@H](C)N.COC[C@H](C)N.COC[C@H](C)N.COC[C@H](C)N.COC[C@H](C)N.COC[C@H](C)N.CO
Total charge: 0
Lowest unoccupied orbital energy: 0.45 eV

---

No. 4
Here is a structure of composition C12H15F6NO4RhS10 in a non-equilibrium geometry from OMol25. Energies are from ωB97M-V/def2-TZVPD.

Geometry (Å):
Rh 0.074 -0.282 -0.114
C 1.413 -2.042 -2.484
C 2.499 -1.061 -2.098
S 1.708 0.467 -1.482
C 2.940 1.045 -0.293
C 3.324 0.010 0.752
S 1.897 -0.913 1.428
C 2.220 -2.632 0.886
C 1.099 -3.282 0.081
S 0.214 -2.273 -1.147
H 0.824 -1.678 -3.328
H 1.813 -3.022 -2.745
H 3.172 -1.478 -1.357
H 3.081 -0.757 -2.969
H 3.813 1.403 -0.843
H 2.456 1.913 0.154
H 4.056 -0.707 0.385
H 3.781 0.521 1.599
H 3.159 -2.635 0.339
H 2.360 -3.209 1.798
H 1.473 -4.151 -0.462
H 0.303 -3.618 0.745
F -2.462 -3.773 2.184
C -2.605 -2.681 2.934
F -3.765 -2.117 2.667
F -2.528 -2.999 4.210
S -1.178 -1.580 2.510
O -1.394 -1.367 1.051
O -0.043 -2.391 2.851
N -1.290 -0.288 3.367
S -1.375 1.143 2.665
O -0.552 1.163 1.458
O -1.165 2.206 3.574
C -3.174 1.224 2.178
F -3.586 2.474 2.234
F -3.878 0.490 3.028
F -3.331 0.724 0.963
C 0.702 2.873 -3.484
S 0.551 3.362 -1.749
C -1.185 3.174 -1.539
C -1.920 2.045 -1.547
S -1.427 0.370 -1.794
S -3.655 2.311 -1.467
C -3.644 4.036 -1.270
S -4.983 4.927 -1.051
S -2.029 4.679 -1.336
H 1.732 3.074 -3.775
H 0.036 3.481 -4.092
H 0.470 1.819 -3.616

Total charge: +1
Lowest unoccupied orbital energy: -4.83 eV

---

No. 5
Here is a structure of composition C50H93F3N13O5RbSi4 in a non-equilibrium geometry from OMol25. Energies are from ωB97M-V/def2-TZVPD.

Geometry (Å):
Rb 0.348 -0.498 1.136
C -2.913 3.498 2.350
C -1.417 3.357 2.628
N -0.768 2.253 1.918
C 0.003 2.608 0.727
C -0.880 2.830 -0.504
N -2.047 1.948 -0.515
C -3.066 2.417 -1.464
C -4.475 2.105 -0.963
C -4.831 0.637 -1.062
N -3.791 -0.238 -0.431
C -4.142 -0.889 0.861
C -4.485 0.110 1.958
N -3.423 1.082 2.086
C -3.752 2.311 2.817
H -3.084 3.683 1.286
H -3.271 4.388 2.877
H -1.291 3.185 3.699
H -0.926 4.312 2.394
H -0.153 1.783 2.569
H 0.713 1.804 0.542
H 0.598 3.518 0.879
H -0.294 2.681 -1.413
H -1.224 3.876 -0.510
H -2.427 1.968 0.430
H -2.884 1.959 -2.443
H -2.989 3.502 -1.618
H -5.198 2.664 -1.559
H -4.577 2.445 0.070
H -4.886 0.341 -2.109
H -5.795 0.422 -0.601
H -2.919 0.327 -0.331
H -3.278 -1.486 1.162
H -4.983 -1.561 0.679
H -4.684 -0.466 2.873
H -5.411 0.634 1.706
H -2.604 0.668 2.525
H -3.621 2.177 3.897
H -4.808 2.539 2.643
C 4.042 -0.040 -1.970
C 4.157 0.046 -0.489
N 3.167 0.209 0.363
C 3.743 0.259 1.616
C 5.104 0.106 1.505
N 5.338 -0.022 0.165
C 6.283 0.068 2.413
O 6.059 0.193 3.699
O 7.385 -0.079 1.930
C 2.943 0.466 2.864
O 3.537 0.410 3.968
O 1.709 0.680 2.742
H 4.163 -1.065 -2.325
H 4.809 0.569 -2.452
H 3.071 0.329 -2.288
H 6.267 -0.139 -0.211
H 5.059 0.283 3.874
N -2.982 -1.874 -2.891
C -1.773 -2.372 -2.228
C -0.574 -2.547 -3.147
C 0.655 -2.843 -2.300
N 0.910 -1.685 -1.429
C 0.424 -4.097 -1.450
C -0.847 -4.038 -0.609
N -0.993 -5.294 0.124
C -2.046 -3.671 -1.487
H -2.720 -1.141 -3.545
H -3.580 -0.941 -1.140
H -3.416 -2.608 -3.440
H -1.480 -1.616 -1.491
H -0.417 -1.638 -3.735
H -0.751 -3.380 -3.837
H 1.500 -3.050 -2.972
H 1.111 -0.862 -1.995
H 1.723 -1.866 -0.846
H 1.264 -4.260 -0.778
H 0.368 -4.966 -2.116
H -0.724 -3.252 0.145
H -1.135 -6.067 -0.517
H -1.795 -5.261 0.743
H -2.953 -3.592 -0.873
H -2.210 -4.476 -2.215
N 3.242 -4.788 2.589
C 2.292 -3.825 2.436
N 2.344 -3.217 1.285
C 3.410 -3.820 0.619
C 3.930 -3.581 -0.653
C 5.005 -4.339 -1.069
C 5.567 -5.326 -0.245
C 5.068 -5.579 1.017
C 3.985 -4.808 1.427
H 3.380 -5.363 3.401
H 1.576 -3.621 3.216
H 3.500 -2.828 -1.300
H 5.425 -4.173 -2.053
H 6.409 -5.901 -0.607
H 5.502 -6.338 1.655
O -1.335 0.725 4.555
C -0.613 1.147 5.464
C -1.252 1.567 6.775
C -0.397 1.459 8.036
C 0.557 2.638 8.226
C 1.311 2.996 6.942
C 1.751 1.761 6.163
N 0.714 1.231 5.279
H -2.142 0.942 6.862
H -1.615 2.593 6.645
H 0.167 0.523 8.006
H -1.056 1.389 8.903
H 1.273 2.388 9.012
H -0.003 3.511 8.574
H 2.186 3.600 7.185
H 0.681 3.605 6.287
H 2.099 0.987 6.854
H 2.594 1.991 5.514
H 1.039 0.935 4.355
C 1.751 0.908 -7.516
Si 1.066 0.046 -5.977
C 2.593 -0.717 -5.147
C 0.072 -1.421 -6.663
Si -0.150 1.277 -4.409
Si 1.011 3.296 -4.243
C 2.431 3.103 -3.001
C -0.071 4.716 -3.604
C 1.841 4.034 -5.778
Si -2.044 1.794 -5.666
C -3.107 3.210 -4.947
C -3.246 0.308 -5.717
C -1.819 2.215 -7.500
H 2.180 0.183 -8.214
H 2.532 1.623 -7.250
H 0.971 1.464 -8.041
H 3.178 -1.312 -5.856
H 2.310 -1.365 -4.311
H 3.245 0.069 -4.753
H -0.048 -2.215 -5.924
H -0.927 -1.109 -6.978
H 0.576 -1.846 -7.536
H 2.090 2.736 -2.028
H 2.954 4.052 -2.842
H 3.161 2.387 -3.389
H -0.649 4.443 -2.718
H -0.779 5.028 -4.376
H 0.549 5.581 -3.351
H 2.710 3.446 -6.081
H 2.181 5.057 -5.585
H 1.152 4.061 -6.625
H -4.024 2.823 -4.493
H -3.400 3.909 -5.735
H -2.574 3.781 -4.186
H -2.715 -0.646 -5.746
H -3.873 0.356 -6.613
H -3.915 0.304 -4.849
H -1.186 3.098 -7.626
H -2.779 2.409 -7.988
H -1.331 1.390 -8.027
F 0.385 -2.075 7.924
C -0.640 -2.795 7.449
F -1.725 -2.483 8.174
F -0.364 -4.089 7.683
C -0.868 -2.547 5.981
C -2.092 -2.858 5.408
C -2.257 -2.633 4.053
N -1.306 -2.123 3.270
C -0.146 -1.824 3.848
C 0.136 -2.028 5.189
H -2.898 -3.264 6.004
H -3.201 -2.870 3.574
H 0.608 -1.383 3.214
H 1.100 -1.752 5.596

Total charge: 0
Lowest unoccupied orbital energy: -0.35 eV

---

Calculated E (hartree), listed in the same order as above: -8255.29728 -5319.16492 -2333.72779 -5513.36358 -4530.97327
Calculated orbital gap (eV), listed in the same order as above: 6.4252 9.2084 8.4777 5.4577 5.2366